72
Properties=species:S:1:pos:R:3:forces:R:3 method="wB97M-V/def2-TZVPD" lumo_energy_ev="-3.7078 / -5.0103" e_tot_ha=-5513.75919 charge=+1 multiplicity=2 s_squared=0.751
Be 1.6234 2.8137 2.5669 -0.3 -1.2 -2.4
N -1.1568 2.3450 -1.5524 0.1 -0.5 -0.4
H -1.5036 3.2407 -1.8645 0.0 0.8 0.0
H -1.9092 1.8158 -1.1353 -0.6 -0.4 -0.2
H -0.5187 2.4283 -0.7739 0.9 0.5 1.2
H -0.6768 1.8277 -2.2750 -0.3 -0.2 -0.3
N -2.5305 1.5916 2.1867 -1.2 0.0 1.7
H -1.9007 0.9715 1.6977 1.5 -0.6 -1.5
H -2.5918 2.5541 1.8870 0.3 0.8 -1.2
H -2.2497 1.6606 3.1544 -0.1 -0.1 0.4
H -3.4416 1.1610 2.1186 -0.5 0.0 0.1
N -0.2577 -0.7766 3.8026 -0.6 0.7 1.6
H 0.2019 -0.4482 2.9653 0.8 0.2 -2.3
H -1.0540 -1.3917 3.7150 0.3 -0.9 -0.4
H -0.6224 0.0561 4.2429 0.1 0.4 0.4
H 0.4915 -1.1159 4.3888 0.0 -0.8 0.4
C 0.2567 0.6590 1.0645 -0.2 0.6 1.7
O -0.7368 -0.0731 0.9479 -2.7 -2.9 -0.6
O 0.1392 1.8495 0.7547 0.5 4.8 -1.1
O 1.2519 0.3348 1.7502 2.5 -1.3 2.2
As -1.6062 5.4782 0.4506 1.2 3.7 -0.2
F -2.4444 3.9250 0.8875 0.5 0.9 -0.4
F -1.6393 4.9397 -1.2870 -0.7 0.4 1.4
F -0.8190 7.0262 -0.1527 -0.9 -2.4 1.1
F -1.4919 5.8848 2.2003 0.3 -0.9 -1.8
F 0.0356 4.7206 0.4712 -1.7 0.2 0.5
F -3.1120 6.4419 0.4575 1.2 -2.0 -0.5
O 3.1445 2.9385 0.6075 0.7 -0.7 -0.2
S 3.9748 2.3549 -0.4328 3.0 -0.7 -2.8
O 4.8796 3.1951 -1.2816 -3.0 -1.9 2.2
O 4.9797 1.2292 0.2482 -1.1 1.0 0.2
C 5.8917 0.3529 -0.5074 0.2 -0.6 0.7
C 7.2313 0.1514 0.2529 0.1 1.4 -0.4
C 2.9355 1.1884 -1.5656 0.6 0.9 1.2
H 6.0495 0.7092 -1.5253 0.0 0.3 0.2
H 5.4170 -0.6273 -0.5524 -0.4 0.1 -0.1
H 7.2074 0.2150 1.3408 -0.7 -0.3 0.0
H 7.8886 0.9792 -0.0129 0.1 0.0 -0.1
H 7.7653 -0.7540 -0.0353 -0.4 -0.1 -0.1
H 3.2344 0.1736 -1.3032 0.2 0.2 -0.1
H 3.1552 1.4327 -2.6049 0.0 0.1 0.2
H 1.8820 1.2953 -1.3072 0.2 0.3 0.0
O -3.6955 1.0790 -0.4532 0.7 -0.2 -0.7
S -3.8502 0.0037 -1.4027 -2.3 -3.3 -2.1
O -5.2037 -0.3606 -1.8847 3.0 1.5 0.7
O -2.7715 0.2436 -2.6647 -1.6 1.2 2.0
C -2.9186 -0.4542 -3.9064 -0.6 -2.3 0.1
C -2.7134 0.4218 -5.0649 0.4 1.4 0.5
C -3.1582 -1.5725 -0.7704 -0.6 1.7 -0.1
H -3.9131 -0.8764 -4.0505 -0.1 -0.3 0.8
H -2.1752 -1.2485 -3.8397 -0.1 -0.2 -0.2
H -3.6041 1.0472 -5.1254 0.2 0.2 -0.6
H -2.5060 -0.1342 -5.9792 -0.1 0.2 0.1
H -1.8803 1.0476 -4.7449 0.3 0.3 -0.9
H -2.1025 -1.3258 -0.6582 0.0 -0.6 0.4
H -3.4354 -2.3776 -1.4508 0.3 0.3 -0.2
H -3.7174 -1.7140 0.1544 0.4 -0.1 0.2
O 0.5327 -3.6989 3.9234 0.3 -1.4 -2.1
S 0.8857 -4.4191 2.6809 0.3 -0.1 -0.6
O 1.7356 -5.6228 2.6607 -2.0 2.4 0.3
O -0.5626 -4.7232 1.9046 1.4 1.9 2.5
C -0.5340 -5.4695 0.7266 0.5 -1.5 -0.9
C -1.8151 -5.3037 -0.0422 -1.1 -0.4 -0.3
C 1.5866 -3.1364 1.5479 -0.8 -0.5 1.2
H -0.3023 -6.4790 1.0662 -0.5 -0.4 -0.5
H 0.2874 -5.2276 0.0522 0.3 0.5 0.1
H -2.0528 -4.2842 -0.3457 0.5 0.2 0.1
H -2.7234 -5.6565 0.4464 0.2 -0.1 0.6
H -1.8086 -5.9088 -0.9488 0.4 0.0 -0.1
H 0.7556 -2.4867 1.2735 -0.1 -0.2 -0.3
H 2.0929 -3.6108 0.7073 0.0 0.2 0.2
H 2.1940 -2.5063 2.1977 0.5 -0.3 -0.2